a.
A 2-piece molecular cluster, C2H4O3 overall. Source: the Open Molecules 2025 dataset; level of theory: wB97M-V/def2-TZVPD.

Positions of all 9 atoms, in Å:
O (-0.796, 1.256, -0.248)
C (-0.032, 1.828, -1.020)
H (0.740, 2.551, -0.697)
H (0.052, 1.434, -2.061)
O (1.312, -1.396, 0.417)
C (0.230, -1.678, 1.002)
O (-0.964, -1.179, 0.589)
H (0.231, -2.578, 1.705)
H (-0.773, -0.239, 0.313)

Calculated values
HOMO level: -10.360 eV
LUMO level: -0.00861 Ha
total charge: 0
SMILES string: O=CO.C=O
multiplicity: 1

---

b.
A 2-piece molecular cluster, C2H4O3 overall. Source: the Open Molecules 2025 dataset; level of theory: wB97M-V/def2-TZVPD.

Positions of all 9 atoms, in Å:
C (1.191, 1.387, 1.081)
C (1.509, 0.018, 0.742)
O (2.480, 0.745, 1.348)
O (0.222, 0.034, -2.616)
O (1.087, -0.970, 0.215)
H (1.078, 2.196, 0.449)
H (0.615, 1.701, 2.035)
H (0.279, -0.611, -3.300)
H (0.356, -0.337, -1.703)

Calculated values
HOMO level: -10.925 eV
LUMO level: 0.02684 Ha
total charge: 0
SMILES string: O=C1CO1.O
multiplicity: 1

---

c.
A 2-piece molecular cluster, C2H4O3 overall. Source: the Open Molecules 2025 dataset; level of theory: wB97M-V/def2-TZVPD.

Positions of all 9 atoms, in Å:
C (-1.128, -0.515, 0.167)
C (1.925, 0.634, -0.440)
O (-1.016, -1.110, 1.367)
O (-1.211, -1.898, 0.186)
O (-1.955, 0.373, -0.312)
H (2.565, -0.042, 0.232)
H (2.007, 1.694, -0.650)
H (1.141, 0.076, -1.027)
H (-2.327, 0.788, 0.476)

Calculated values
HOMO level (spin up / spin down): -8.833 / -8.706 eV
LUMO level (spin up / spin down): -0.00317 / 0.00523 Ha
total charge: 0
multiplicity: 1

---

Which one is most stable, and which one is least stable? a is the most stable of them, while c is the least stable.

---

a.
A 2-piece molecular cluster, CH2N2O3Si overall. Source: the Open Molecules 2025 dataset; level of theory: wB97M-V/def2-TZVPD.

Positions of all 9 atoms, in Å:
C (-1.457, 0.617, -1.589)
N (-2.562, 0.925, -1.593)
N (-0.510, -0.043, 1.437)
O (-0.215, -0.725, 0.515)
O (-0.356, 1.326, 1.300)
O (1.473, 0.497, -2.251)
Si (0.165, -0.232, -2.000)
H (-0.461, 1.882, 2.085)
H (-0.046, -1.629, -2.143)

Calculated values
HOMO level: -10.988 eV
LUMO level: -0.03683 Ha
total charge: 0
SMILES string: N#C[SiH]=O.O=NO
multiplicity: 1

---

b.
One molecule with the formula CH2N2O3Si. Source: the Open Molecules 2025 dataset; level of theory: wB97M-V/def2-TZVPD.

Positions of all 9 atoms, in Å:
C (2.055, 1.234, 0.191)
N (2.985, 1.793, 0.493)
N (-0.773, 1.750, 0.088)
O (-0.682, 2.783, -0.510)
O (-1.461, 1.430, 1.068)
O (0.138, -0.858, 0.883)
Si (0.486, 0.281, -0.208)
H (-0.579, -0.968, 1.436)
H (0.131, -0.075, -1.526)

Calculated values
HOMO level: -10.674 eV
LUMO level: -0.00530 Ha
total charge: 0
SMILES string: N#C[Si@@H](O)[N+](=O)[O-]
multiplicity: 1

---

Which one is most stable, and which one is least stable? b is the most stable of them, while a is the least stable.

---

a.
One molecule with the formula C3H3N3. Source: the Open Molecules 2025 dataset; level of theory: wB97M-V/def2-TZVPD.

Positions of all 9 atoms, in Å:
N (-0.327, -1.566, -0.363)
C (0.507, 0.627, 0.614)
C (0.549, -0.586, -0.121)
N (1.678, -0.040, -0.230)
C (-0.268, 1.724, 0.066)
N (-0.910, 2.602, -0.335)
H (-1.262, -1.343, -0.043)
H (-0.274, -1.995, -1.267)
H (0.487, 0.529, 1.696)

Calculated values
HOMO level: -10.398 eV
LUMO level: 0.01875 Ha
total charge: 0
SMILES string: N#C[C@@H]1N=C1N
multiplicity: 1

---

b.
One molecule with the formula C3H3N3. Source: the Open Molecules 2025 dataset; level of theory: wB97M-V/def2-TZVPD.

Positions of all 9 atoms, in Å:
C (-1.036, 0.341, 0.148)
C (0.998, 0.647, -0.530)
C (0.932, -0.848, -0.228)
H (-2.266, -0.468, 0.906)
H (2.050, 1.170, -0.766)
H (1.802, -1.725, -0.229)
N (-2.153, 0.504, 0.713)
N (-0.090, 1.230, -0.388)
N (-0.237, -0.851, 0.374)

Calculated values
HOMO level: -10.272 eV
LUMO level: -0.04722 Ha
total charge: 0
SMILES string: N=C1N=CC=N1
multiplicity: 1

---

Which one is most stable, and which one is least stable? a is the most stable of them, while b is the least stable.

---

a.
A 3-piece molecular cluster, C3H3N3 overall. Source: the Open Molecules 2025 dataset; level of theory: wB97M-V/def2-TZVPD.

Positions of all 9 atoms, in Å:
C (1.287, 0.484, -1.158)
N (1.275, 0.084, 1.130)
C (0.342, -0.147, 1.768)
N (-1.633, -0.303, 0.548)
C (-1.736, -0.128, -0.583)
N (0.253, 0.414, -1.656)
H (2.315, 0.599, -0.914)
H (-0.363, -0.360, 2.530)
H (-2.053, -0.010, -1.591)

Calculated values
HOMO level: -11.188 eV
LUMO level: 0.04564 Ha
total charge: 0
SMILES string: C#N.C#N.C#N
multiplicity: 1

---

b.
A 2-piece molecular cluster, C3H3N3 overall. Source: the Open Molecules 2025 dataset; level of theory: wB97M-V/def2-TZVPD.

Positions of all 9 atoms, in Å:
C (-2.147, -0.319, 0.269)
C (1.123, -0.851, -0.066)
C (-1.068, 0.533, 0.216)
N (-2.867, -1.229, 0.555)
N (1.893, 0.009, -0.453)
N (-0.966, 1.664, -0.173)
H (1.250, -1.897, 0.297)
H (2.919, -0.031, -0.434)
H (-0.137, 2.122, -0.210)

Calculated values
HOMO level (spin up / spin down): -8.439 / -8.437 eV
LUMO level (spin up / spin down): -0.02657 / -0.01908 Ha
total charge: 0
multiplicity: 1

---

Which one is most stable, and which one is least stable? a is the most stable of them, while b is the least stable.

---

a.
C3H9N3O2 as an isolated structure. Source: the Open Molecules 2025 dataset; level of theory: wB97M-V/def2-TZVPD.

Positions of all 17 atoms, in Å:
N (0.243, 3.521, -1.495)
C (-0.177, 2.217, -1.306)
O (-1.112, 2.081, -0.422)
O (0.326, 1.311, -1.972)
H (-0.086, 4.205, -0.838)
H (1.152, 3.621, -1.898)
C (1.029, -2.605, 1.445)
N (-0.226, -2.083, 0.927)
C (-0.406, -0.796, 0.625)
N (-1.283, -0.332, -0.198)
H (1.851, -2.541, 0.728)
H (0.883, -3.654, 1.680)
H (1.331, -2.026, 2.317)
H (-0.890, -2.743, 0.558)
H (0.228, -0.068, 1.130)
H (-1.543, -0.947, -0.970)
H (-1.319, 0.838, -0.311)

Calculated values
HOMO level: -8.734 eV
LUMO level: 0.01843 Ha
total charge: 0
multiplicity: 1

---

b.
One molecule with the formula C3H9N3O2. Source: the Open Molecules 2025 dataset; level of theory: wB97M-V/def2-TZVPD.

Positions of all 17 atoms, in Å:
C (1.406, 1.191, 0.203)
C (0.981, -0.325, -0.090)
C (0.588, -0.496, -1.522)
H (0.563, 1.981, -0.089)
H (2.282, 1.276, -0.257)
H (1.652, 1.286, 1.203)
H (1.832, -0.898, 0.343)
H (0.296, -1.439, -1.439)
H (-0.244, 0.044, -1.746)
H (1.546, -0.472, -2.155)
H (0.097, -1.601, 1.161)
H (-2.870, -0.324, 0.183)
N (-0.005, -0.729, 0.902)
N (-1.220, -0.171, 0.694)
N (-1.786, 0.626, 1.541)
O (-2.106, -0.857, -0.200)
O (-3.011, 0.909, 1.268)

Calculated values
HOMO level: -10.018 eV
LUMO level: 0.01236 Ha
total charge: 0
SMILES string: CC(C)NN(O)N=O
multiplicity: 1

---

Which one is most stable, and which one is least stable? a is the most stable of them, while b is the least stable.

---

a.
A 2-piece molecular cluster, C3H9N3O2 overall. Source: the Open Molecules 2025 dataset; level of theory: wB97M-V/def2-TZVPD.

Positions of all 17 atoms, in Å:
C (-2.013, -1.249, 2.189)
N (-0.906, -0.626, 1.724)
C (0.400, -0.780, 2.332)
O (-2.040, -1.980, 3.155)
H (-2.910, -1.008, 1.590)
H (-0.978, -0.109, 0.863)
H (0.275, -1.187, 3.331)
H (0.903, 0.183, 2.374)
H (1.013, -1.486, 1.767)
N (1.802, 0.456, -2.246)
C (0.748, 1.327, -2.007)
N (-0.195, 1.327, -3.011)
O (0.663, 2.019, -1.016)
H (2.416, 0.361, -1.452)
H (1.544, -0.425, -2.664)
H (0.121, 1.080, -3.934)
H (-0.844, 2.096, -2.994)

Calculated values
HOMO level: -9.622 eV
LUMO level: 0.01721 Ha
total charge: 0
SMILES string: NC(N)=O.CNC=O
multiplicity: 1

---

b.
One molecule with the formula C3H9N3O2. Source: the Open Molecules 2025 dataset; level of theory: wB97M-V/def2-TZVPD.

Positions of all 17 atoms, in Å:
C (-0.076, -1.181, -0.128)
C (0.627, 2.334, 0.627)
C (-0.300, 0.270, -0.273)
N (-1.047, 0.734, -1.225)
N (-0.970, -1.880, 0.772)
N (0.397, 0.936, 0.660)
O (1.254, -1.463, 0.342)
O (-0.083, -1.793, -1.383)
H (0.240, 2.896, -0.387)
H (0.244, 2.812, 1.509)
H (1.657, 2.548, 0.378)
H (-0.742, -1.307, -2.053)
H (-0.870, 1.659, -1.383)
H (-0.876, -2.918, 0.679)
H (-1.949, -1.731, 0.439)
H (1.018, 0.450, 1.263)
H (1.476, -2.367, 0.165)

Calculated values
HOMO level: -9.174 eV
LUMO level: 0.02968 Ha
total charge: 0
SMILES string: [H]/N=C(\NC)C(N)(O)O
multiplicity: 1

---

Which one is most stable, and which one is least stable? a is the most stable of them, while b is the least stable.